The following is a quantum chemistry calculation of a cluster of 2 separate species, C4H8NS in total, from the Open Molecules 2025 dataset.

* energy relative to the best compared isomer or geometry (same formula, charge and spin): 3.305 eV
* HOMO level: -13.76 eV
* charge: +1

XYZ file:
```
14
Properties=species:S:1:pos:R:3:forces:R:3:mulliken_charge:R:1
H 1.860 2.208 0.007 -0.2 -0.8 0.0 0.246
S -2.130 -1.830 0.655 0.3 1.7 -0.2 0.147
H -3.391 -0.595 -1.161 -1.6 0.3 0.1 0.303
C 1.401 -0.344 1.131 0.2 -0.2 0.8 -0.805
C -2.412 -0.740 -0.815 -0.5 0.3 1.5 -0.614
H 0.136 2.212 -0.682 0.5 -0.3 -0.1 0.235
N 0.616 0.528 0.241 -2.3 -4.1 2.1 -0.125
H -2.085 0.649 1.063 0.2 1.4 0.8 0.466
H 1.043 -0.279 2.246 0.4 0.2 -2.2 0.273
C -1.960 -0.165 0.426 0.4 -3.0 -0.4 0.215
H 2.448 0.052 1.087 -0.6 -1.0 0.2 0.348
H -1.797 -0.866 -1.616 2.3 -0.4 -1.8 0.289
H 1.273 -1.452 0.844 0.5 1.9 0.2 0.252
C 0.924 1.628 -0.170 0.5 4.0 -1.0 -0.230
```
Positions in Å, forces in eV/Å.

The following is a quantum chemistry calculation of a structure of composition C4H7LuO, from the Open Molecules 2025 dataset.

* energy relative to the best compared isomer or geometry (same formula, charge and spin): 1.307 eV
* HOMO level (alpha / beta): -11.65 / -11.64 eV
* charge: +1
* 2S+1: 2

XYZ file:
```
13
Properties=species:S:1:pos:R:3:forces:R:3:mulliken_charge:R:1
H -0.919 -1.505 -1.168 0.1 0.2 0.6 0.242
H -1.282 1.571 -0.797 -0.2 -0.3 -0.5 0.270
H 1.378 -1.020 -0.785 0.4 1.6 -0.9 0.304
H -2.159 -0.651 -0.092 0.3 0.0 -0.2 0.284
H 1.693 0.934 0.056 1.0 -2.1 -2.1 0.313
Lu 0.211 0.029 3.706 -1.0 1.0 -4.4 1.230
H 1.981 -0.625 0.731 -0.4 -0.3 0.6 0.368
C -1.160 -0.643 -0.538 0.7 1.3 1.0 -0.711
H -0.132 0.751 -1.979 0.4 0.1 0.8 0.271
C -0.652 0.705 -1.017 -1.5 0.7 2.3 -0.523
C -0.035 0.161 0.335 -1.5 -3.5 -4.9 0.701
C 1.362 -0.187 -0.066 1.0 1.5 3.1 -1.261
O -0.285 0.482 1.614 0.6 0.1 4.7 -0.488
```
Positions in Å, forces in eV/Å.

The following is a quantum chemistry calculation of a cluster of 2 separate species, C18H35BrFIN3O6 in total, from the Open Molecules 2025 dataset.

* energy relative to the best compared isomer or geometry (same formula, charge and spin): 7.267 eV
* HOMO level: -12.46 eV
* charge: +1

XYZ file:
```
65
Properties=species:S:1:pos:R:3:forces:R:3:mulliken_charge:R:1
H 7.300 -1.302 -0.917 -2.1 -1.2 -0.5 0.343
H 0.429 -0.888 -0.958 1.6 1.3 0.7 0.395
C 1.416 -0.375 -0.580 0.1 0.1 0.9 -0.199
O -3.054 2.454 -2.742 0.5 0.3 2.9 -0.159
H 3.898 -2.409 -0.741 0.1 2.5 0.1 0.195
C -0.951 2.723 -1.188 2.4 -0.5 -1.1 1.313
H -2.075 4.559 4.303 0.4 1.7 -1.5 0.268
N -0.722 4.069 -1.843 -1.9 -0.6 -0.3 -0.576
H 0.280 3.748 0.331 -1.3 -2.4 0.3 0.174
H 1.102 2.312 -2.457 -1.9 -0.7 2.0 0.383
C 5.387 -0.759 -1.354 0.1 0.4 0.5 -0.380
H 3.870 -0.898 0.404 0.0 -0.4 -2.3 0.251
O -0.829 -4.133 -0.538 -0.1 -0.9 1.1 -0.574
C 1.169 1.243 -0.345 -0.6 -0.7 -3.6 -0.903
C 3.917 -1.223 -0.723 1.1 -0.9 -0.7 -0.365
C 0.364 1.108 2.151 1.2 -1.9 3.6 0.565
H -2.085 0.791 -1.819 -0.4 2.5 0.7 0.405
H 5.730 0.218 -0.766 -0.9 -1.9 -1.6 0.225
H -0.662 0.866 0.400 1.0 0.5 0.6 0.245
H -0.253 3.996 -2.773 -0.6 -0.3 1.1 0.329
H -1.653 4.540 -2.031 1.5 -0.7 0.4 0.373
H -2.859 -5.260 -1.901 -0.1 0.1 0.1 0.297
H 2.892 0.128 -2.386 -0.5 -1.4 1.7 0.414
O -2.119 -5.556 0.724 1.2 0.6 -0.1 -0.353
H -0.875 -0.121 3.675 1.1 -0.4 -2.4 0.343
H 5.337 -0.589 -2.518 -0.2 -0.1 2.3 0.211
H 0.056 0.816 -2.277 0.0 2.0 1.2 0.229
O 6.434 -1.795 -1.125 0.2 2.3 0.4 -0.528
H 0.062 1.901 2.968 0.8 -1.2 -2.3 0.155
H 1.659 -0.841 0.469 -0.3 0.8 -2.1 0.149
H -3.682 -6.613 -1.135 -0.1 0.2 0.1 0.296
H -0.921 6.044 4.182 -1.6 -1.5 -1.4 0.335
C -2.336 1.929 -1.561 0.3 -1.3 1.4 -0.559
C -0.527 2.874 0.422 -0.7 3.7 -2.0 -0.728
H -4.590 -5.133 -1.534 0.1 0.0 0.1 0.366
Br -3.027 4.665 0.591 1.0 -1.1 0.3 -0.048
O 0.066 -5.743 0.832 -0.9 0.7 -0.4 -0.330
H -2.126 2.707 2.128 0.8 1.9 -1.5 0.434
I 2.973 2.478 -0.412 -0.6 -0.6 1.0 0.218
C -1.660 5.354 3.548 1.4 0.1 0.7 -1.015
C -0.732 4.589 2.425 -0.6 1.2 -0.4 -0.466
H -1.305 -0.580 1.898 1.7 0.6 1.1 0.287
H -3.215 -3.860 0.172 0.2 -0.2 0.0 0.211
H 1.509 -4.270 0.494 -0.1 -0.2 -0.1 0.052
C -0.406 -0.297 2.592 -0.4 0.3 0.7 -1.044
H -3.045 1.871 -0.610 1.1 0.5 -2.3 0.292
N 0.098 1.532 0.725 -0.7 -1.1 0.0 0.577
H 0.333 -1.201 2.674 -1.3 1.9 -0.4 0.340
C -1.608 3.544 1.456 1.6 -0.8 1.9 -0.392
C 0.346 1.794 -1.692 0.5 -1.1 -0.6 -1.185
O -3.717 0.905 -4.050 4.2 3.1 0.8 -0.288
H 2.105 -5.863 0.995 -0.4 0.0 0.0 0.287
C -0.949 -5.047 0.264 -0.2 -0.2 -0.2 0.770
F 1.829 0.834 2.396 -3.5 1.0 -1.2 -0.317
H -0.286 5.450 1.730 -1.0 -2.1 1.2 0.342
C 2.640 -0.723 -1.622 -0.4 -0.9 0.4 -0.636
H 1.502 -5.652 -0.661 0.0 0.2 0.1 0.291
H -4.119 -5.190 0.893 0.4 -0.1 0.1 0.310
C 1.361 -5.349 0.381 0.6 0.0 -0.1 -0.420
H 0.195 4.076 2.926 -1.9 0.7 -0.9 0.325
H 2.262 -1.649 -2.271 0.9 2.1 1.4 0.297
N -2.726 1.596 -3.752 -4.1 -3.9 -2.3 0.067
H -2.468 6.079 3.106 1.5 -1.8 0.8 0.300
C -3.633 -5.519 -1.172 0.2 -0.1 -0.2 -1.099
C -3.307 -4.952 0.198 -0.7 0.1 -0.4 -0.097
```
Positions in Å, forces in eV/Å.

The following is a quantum chemistry calculation of a structure of composition C32H45IO5S, from the Open Molecules 2025 dataset.

* HOMO level: -9.37 eV
* charge: 0

XYZ file:
```
84
Properties=species:S:1:pos:R:3:forces:R:3:mulliken_charge:R:1
H 0.352 4.474 0.972 0.0 0.0 0.0 0.325
H 1.011 3.541 3.590 -0.1 0.1 0.0 0.456
H 4.115 -3.903 -2.490 0.0 0.0 0.0 0.417
C -3.006 -0.337 4.405 -0.4 0.0 -0.1 -0.630
H 0.258 1.975 2.026 -0.2 0.0 -0.2 0.381
O -4.259 1.789 6.302 -0.1 0.0 0.0 -0.598
H -2.576 -1.301 4.149 0.3 0.1 0.2 0.353
H -1.767 2.510 0.433 0.0 -0.1 0.0 -0.467
C 0.016 -2.290 -1.681 0.1 0.0 0.0 -0.719
C -1.435 -0.260 -4.070 -0.1 -0.2 0.0 -1.046
C 0.557 4.284 -2.404 0.0 0.0 0.0 -0.424
C -0.113 -0.758 -3.507 0.1 0.1 -0.1 -0.321
O -0.221 -2.103 -3.058 0.0 0.0 0.1 -0.341
H 5.798 -2.810 -6.270 0.0 0.0 0.0 0.358
H 0.902 -1.737 -1.345 0.0 0.0 0.0 0.419
H 0.851 2.103 4.575 0.0 0.0 0.0 0.376
C 0.320 6.149 -0.363 0.0 0.0 0.0 -0.635
H 3.915 -5.824 0.971 0.0 0.0 0.0 0.370
H 0.644 3.556 -3.201 0.0 0.0 0.0 0.407
C 0.485 5.637 -2.706 0.0 0.0 0.0 -0.492
H 0.193 -3.354 -1.516 0.0 0.0 0.0 0.334
H -0.840 -1.985 -1.068 0.0 0.0 0.0 0.223
C 0.287 2.827 3.983 0.1 -0.1 -0.1 -1.719
H -1.762 1.723 -2.515 -0.1 0.2 0.0 0.112
C 3.137 -5.264 4.218 0.0 0.0 0.0 -0.336
H -3.595 2.867 1.966 -0.1 0.0 -0.1 0.370
H 0.518 5.964 -3.737 0.0 0.0 0.0 0.374
C 3.985 -3.591 -3.519 0.0 0.0 0.0 -0.373
C 2.844 -4.117 1.708 0.0 0.0 0.0 -0.399
C -2.739 2.121 0.125 0.0 0.1 -0.1 -0.025
O -2.547 0.108 5.691 0.1 -0.1 0.0 -0.356
C -2.618 0.804 3.453 0.1 -0.7 -0.2 0.455
C 3.509 -5.327 1.843 0.0 0.0 0.0 -0.357
H 1.839 -3.560 -3.411 0.0 0.0 0.0 0.340
C 2.474 -4.053 4.082 0.0 0.0 0.0 -0.597
H -3.237 -0.139 1.651 0.0 0.0 0.0 0.332
H -1.245 2.811 2.494 0.1 -0.1 -0.2 0.017
O -2.940 1.968 4.260 0.1 0.2 -0.1 -0.342
H 1.805 -2.536 2.719 0.1 -0.1 0.1 0.380
H -1.279 0.731 -4.509 0.0 0.0 0.0 0.397
C 2.709 -3.401 -4.032 0.0 0.0 0.0 -0.179
C 3.655 -5.901 3.099 0.0 0.0 0.0 -0.431
I -0.439 -0.821 2.030 0.0 -0.1 0.0 0.314
C 4.932 -2.975 -5.642 0.0 0.0 0.0 -0.396
H 2.731 -3.668 0.728 0.0 0.0 0.0 0.437
H 6.092 -3.529 -3.925 0.0 0.0 0.0 0.370
H -1.719 -0.921 -4.893 0.1 0.0 0.0 0.432
H 3.250 -5.713 5.196 0.0 0.0 0.0 0.356
H 2.071 -3.555 4.955 0.0 0.0 0.0 0.370
C 2.327 -3.478 2.827 0.0 0.0 0.0 -0.230
H 0.240 -0.116 -2.690 -0.1 0.0 0.0 0.143
H -3.532 1.646 -2.478 0.1 0.1 0.0 0.431
H -0.669 0.551 4.243 0.1 -0.1 -0.1 0.743
C -0.455 2.139 2.831 0.0 0.1 0.3 0.065
C -3.678 1.982 1.328 0.2 0.0 0.2 -1.284
H 0.313 7.625 -1.919 0.0 0.0 0.0 0.368
C -3.525 0.742 2.225 -0.2 0.3 0.1 -0.653
H 0.649 -0.731 -4.293 0.0 0.0 0.1 0.354
C -2.553 0.853 -0.721 0.0 0.3 -0.2 -0.139
H -0.393 3.347 4.653 0.0 0.0 0.1 0.295
C -1.084 0.801 3.268 -0.1 0.5 0.1 -0.744
H -3.159 2.897 -0.523 0.0 0.1 0.1 0.664
H 0.223 6.876 0.433 0.0 0.0 0.0 0.382
H 3.527 -2.469 -7.183 0.0 0.0 0.0 0.359
H -3.299 0.095 -0.464 0.0 0.0 0.0 0.468
H 1.548 -2.854 -5.747 0.0 0.0 0.0 0.455
H -1.569 0.427 -0.516 -0.1 -0.2 0.1 -0.173
C 5.097 -3.379 -4.324 0.0 0.0 0.0 -0.448
H -3.512 -0.443 -3.494 0.0 0.1 0.0 0.429
O -1.854 2.308 6.462 0.0 0.0 0.1 -0.555
C 2.545 -2.998 -5.350 0.0 0.0 0.0 -0.504
C -2.553 -0.220 -3.023 0.2 0.1 0.0 -0.827
H -4.706 1.985 0.961 0.0 -0.1 0.0 0.434
H -2.368 -1.033 -2.318 -0.1 -0.1 -0.1 0.373
H -4.091 -0.446 4.453 0.0 0.0 -0.1 0.521
C 0.368 6.570 -1.685 0.0 0.0 0.0 -0.340
C 0.519 3.864 -1.081 -0.1 0.0 0.0 -0.316
S -2.932 1.645 5.826 0.0 0.0 0.0 1.144
C -2.618 1.102 -2.229 0.1 -0.3 0.1 -0.509
C 0.395 4.796 -0.061 0.0 0.0 0.0 -0.052
H -4.519 0.530 2.627 0.0 0.0 0.0 0.478
H 4.174 -6.845 3.205 0.0 0.0 0.0 0.356
H 0.575 2.806 -0.851 0.0 0.0 0.0 0.426
C 3.656 -2.784 -6.155 0.0 0.0 0.0 -0.403
```
Positions in Å, forces in eV/Å.